# C6H5NS

A molecular structure, C6H5NS in a non-equilibrium geometry (ωB97M-V/def2-TZVPD, OMol25).

As for the spin multiplicity: 1. The calculation puts the HOMO energy at -0.3428 Ha. As for the LUMO energy: 0.566 eV. The calculation puts the energy above the lowest of the compared OMol25 structures with the same formula, charge and spin at 2.334 eV.

Element x y z (Å)
1 C 1.11623 2.40139 -0.06329
2 C 0.56485 1.32589 0.10185
3 C 0.17653 -0.12436 0.07907
4 C -0.77564 -0.49453 -1.11771
5 C -0.81620 -0.49602 1.14260
6 C 1.26125 -1.04149 0.00825
7 H 1.35043 3.39373 -0.24250
8 H -0.79114 -1.63401 -1.27724
9 H -0.64524 0.08236 -1.99722
10 H -0.70436 -1.56570 1.46863
11 H -0.64010 0.13808 2.04687
12 N 2.06993 -1.87091 -0.08833
13 S -2.16654 -0.11443 -0.06097



# C3H3ClN2

A single C3H3ClN2 molecule in a non-equilibrium geometry (ωB97M-V/def2-TZVPD, OMol25).

As for the spin multiplicity: 1. The calculation puts the HOMO energy at -0.3534 Ha. As for the LUMO energy: 0.953 eV. The calculation puts the energy above the lowest of the compared OMol25 structures with the same formula, charge and spin at 0.593 eV.

Element x y z (Å)
1 Cl 2.33115 -1.53098 0.12393
2 C 0.91640 -0.57148 -0.10027
3 C -0.11144 -0.50256 0.82246
4 C -0.99693 0.33663 0.25178
5 N -0.39477 0.78223 -0.89326
6 N 0.81086 0.16558 -1.13665
7 H -0.11969 -1.05365 1.74508
8 H -1.99651 0.71231 0.51326
9 H -0.43908 1.66192 -1.32633



# CClFOS

A molecular structure, CClFOS in a non-equilibrium geometry (ωB97M-V/def2-TZVPD, OMol25).

As for the spin multiplicity: 1. The calculation puts the HOMO energy (spin up / spin down) at -0.3053 / -0.3384 Ha. As for the LUMO energy (spin up / spin down): -1.613 / -1.381 eV. The calculation puts the energy above the lowest of the compared OMol25 structures with the same formula, charge and spin at 4.112 eV.

Element x y z (Å)
1 C 0.76409 0.27881 -0.22703
2 O -2.30374 -1.06129 0.17022
3 F 1.23013 1.50022 0.01466
4 S -1.65839 0.26438 0.04646
5 Cl 1.96790 -0.98212 -0.00431



# C30H40AsF6GeInN6O4S2

A molecular structure, C30H40AsF6GeInN6O4S2 (ωB97M-V/def2-TZVPD, OMol25).

As for the spin multiplicity: 2. The calculation puts the HOMO energy (spin up / spin down) at -0.2175 / -0.2188 Ha. As for the charge: -1. As for the LUMO energy (spin up / spin down): 2.166 / -0.518 eV. The calculation puts the energy above the lowest of the compared OMol25 structures with the same formula, charge and spin at 0.000 eV.

Element x y z (Å)
1 In -0.51128 -0.54026 0.92072
2 C 4.52235 -2.59253 -0.05580
3 C 3.82109 -1.45985 -0.80821
4 C 3.85553 -0.16509 -0.04535
5 C 4.86228 0.75296 -0.30691
6 C 5.00747 1.89406 0.46845
7 C 4.15067 2.09830 1.53240
8 C 3.12201 1.20351 1.82447
9 C 2.23415 1.49662 3.00772
10 C 2.90990 1.19051 4.34463
11 C 2.95241 0.08760 1.00071
12 N 1.88004 -0.83138 1.22521
13 C 2.02864 -1.64904 2.23078
14 C 1.04285 -2.58128 2.58361
15 C 1.03852 -3.65958 3.48052
16 C -0.21361 -4.25082 3.34658
17 C -0.92015 -3.48702 2.39685
18 N -0.15873 -2.49420 1.94458
19 H 4.44805 -3.52681 -0.61465
20 H 4.07219 -2.74740 0.92680
21 H 5.57934 -2.36719 0.09571
22 H 2.79077 -1.74218 -0.99913
23 H 4.29611 -1.31642 -1.78086
24 H 5.54844 0.55555 -1.12255
25 H 5.79261 2.60754 0.25297
26 H 4.26084 2.97939 2.15488
27 H 1.29305 0.95075 2.94303
28 H 1.97942 2.55872 2.98030
29 H 3.14333 0.12838 4.43840
30 H 2.25533 1.46155 5.17333
31 H 3.84499 1.74462 4.44960
32 H 2.97483 -1.66539 2.77475
33 H 1.85548 -3.96862 4.11353
34 H -0.59882 -5.09915 3.88784
35 H -1.93856 -3.60693 2.05780
36 N 0.85185 -2.79643 -4.37197
37 C 1.65738 -1.77724 -4.76094
38 O 2.30404 -1.82525 -5.79248
39 C 1.73319 -0.59084 -3.84739
40 C 2.54687 0.47607 -4.20795
41 C 2.63725 1.56342 -3.35907
42 C 1.92842 1.53026 -2.16418
43 N 1.15920 0.51226 -1.80374
44 C 1.05101 -0.50828 -2.64583
45 H 0.76237 -3.57938 -4.99518
46 H 0.27093 -2.75627 -3.55420
47 H 3.08090 0.42814 -5.14760
48 H 3.23601 2.42732 -3.61244
49 H 1.98466 2.35795 -1.46384
50 H 0.34940 -1.27382 -2.33363
51 F -1.61203 0.31713 -1.46959
52 As -2.45638 1.27793 -2.70909
53 F -3.88776 1.14522 -1.74316
54 F -2.85567 -0.21518 -3.50444
55 F -3.29805 2.20260 -3.89166
56 F -0.99213 1.35993 -3.63027
57 F -1.97958 2.70931 -1.84878
58 C -0.15416 4.50082 0.77701
59 Ge -1.10070 3.02650 1.77986
60 C -0.62821 3.39335 3.62789
61 C -2.94961 3.12208 1.23050
62 C -0.06599 1.72538 0.75323
63 H -0.58525 5.42765 1.16287
64 H -0.33625 4.43410 -0.29390
65 H 0.91794 4.49048 0.97392
66 H -1.49452 3.83944 4.11490
67 H 0.20815 4.09247 3.65499
68 H -0.38220 2.47914 4.16127
69 H -3.57724 3.44171 2.06040
70 H -3.28295 2.13602 0.91021
71 H -3.03633 3.81154 0.39307
72 H 1.00626 1.72288 0.94587
73 H -0.27801 1.82706 -0.30989
74 O -0.68890 -0.09735 3.22328
75 S -2.17910 -0.06643 3.40683
76 O -2.64103 -0.98844 4.41107
77 O -2.63577 1.30675 3.53867
78 S -2.90272 -0.69844 1.53252
79 N 1.09922 -3.45190 -0.58904
80 C -0.24002 -3.52004 -0.88017
81 C -0.81229 -4.73310 -1.28439
82 C -2.13318 -4.74974 -1.66349
83 C -2.86362 -3.56701 -1.65164
84 C -2.22838 -2.41931 -1.23226
85 N -0.94265 -2.38364 -0.83903
86 H 1.50864 -4.31927 -0.27838
87 H 1.36901 -2.67696 0.00476
88 H -0.21313 -5.63443 -1.27788
89 H -2.59539 -5.67976 -1.97093
90 H -3.89786 -3.52916 -1.95717
91 H -2.75155 -1.47789 -1.20824



# C5H4N2O

A single C5H4N2O molecule in a non-equilibrium geometry (ωB97M-V/def2-TZVPD, OMol25).

As for the spin multiplicity: 1. The calculation puts the HOMO energy at -0.3674 Ha. As for the LUMO energy: -1.564 eV. The calculation puts the energy above the lowest of the compared OMol25 structures with the same formula, charge and spin at 4.280 eV.

Element x y z (Å)
1 O 0.37613 -1.52067 2.72864
2 N -0.65017 -0.66087 2.34902
3 C -0.29074 -0.10910 1.02603
4 C 0.35740 -1.00964 0.19475
5 C 0.47931 -0.52087 -0.99268
6 C -0.04503 0.64443 -1.36580
7 C -0.32466 1.60587 -0.42007
8 N -0.53894 1.20476 0.88374
9 H 0.56264 -2.01364 0.25082
10 H 0.66388 -1.25237 -1.78030
11 H -0.02944 1.02737 -2.31765
12 H -0.56038 2.60475 -0.55649